Below is C29H41CeF5OP2 as an isolated structure at a distorted geometry, with properties calculated with ωB97M-V with the def2-TZVPD basis set.

As for the net charge: +1. Its HOMO energy (alpha / beta) is -9.63 / -9.63 eV. As for the spin multiplicity: 2. The calculation puts the LUMO energy (alpha / beta) at -3.04 / -2.99 eV. The HOMO-LUMO gap (alpha / beta) is 0.2423 / 0.2441 Ha.

The geometry in XYZ format:
```
79
Properties=species:S:1:pos:R:3:lowdin_spin:R:1
Ce 0.717 2.315 -0.262 1.013
C 3.114 2.805 -0.500 0.003
C 2.635 2.418 -1.802 -0.003
C 1.525 4.366 -1.187 -0.006
C 2.443 4.018 -0.131 0.001
C 1.648 3.375 -2.225 -0.002
C 4.163 2.114 0.305 0.002
H 4.189 1.035 0.116 0.000
H 4.025 2.255 1.385 0.000
H 5.157 2.510 0.052 0.000
C 2.566 4.758 1.153 0.001
H 3.442 4.428 1.714 0.000
H 1.701 4.619 1.819 0.000
H 2.649 5.836 0.978 0.000
C 0.423 5.347 -1.031 -0.001
H 0.822 6.318 -0.717 0.000
H -0.318 5.039 -0.259 0.000
H -0.126 5.469 -1.967 0.000
C 0.709 3.198 -3.361 0.000
H 0.980 3.858 -4.195 0.000
H -0.335 3.428 -3.090 0.000
H 0.735 2.168 -3.737 0.000
C 3.033 1.205 -2.568 -0.001
H 3.317 1.481 -3.590 0.000
H 2.226 0.458 -2.652 0.000
H 3.893 0.717 -2.097 0.000
C 0.802 -1.184 1.819 0.000
C 1.973 -1.302 1.174 0.000
C 2.239 -1.805 -0.212 0.000
C 1.058 -2.301 -1.090 0.000
C 0.043 -1.282 -1.476 0.000
C -1.089 -0.906 -0.851 0.000
C -1.470 -1.041 0.592 0.000
C -0.470 -1.858 1.459 0.000
H 2.971 -2.631 -0.116 0.000
H 0.603 -3.226 -0.655 0.000
H 2.760 -1.012 -0.787 0.000
H -0.247 -2.799 0.911 0.000
H 0.770 -0.573 2.729 0.000
H 2.876 -0.938 1.683 0.000
H -0.990 -2.170 2.383 0.000
H -1.627 -0.042 1.046 0.000
H -1.835 -0.385 -1.468 0.000
H -2.457 -1.542 0.637 0.000
H 1.515 -2.679 -2.025 0.000
H 0.236 -0.831 -2.460 0.000
P -0.897 -4.541 0.069 0.000
C -0.966 -5.131 1.785 0.000
C 0.033 -5.755 -0.893 0.000
P -2.924 -3.461 -2.035 0.000
C -2.644 -4.449 -0.462 0.000
C -2.580 -4.808 -3.258 0.000
C -4.760 -3.678 -1.990 0.000
H -1.660 -4.504 2.364 0.000
H 0.033 -5.036 2.235 0.000
H -1.294 -6.178 1.815 0.000
H -0.319 -6.770 -0.679 0.000
H 1.093 -5.679 -0.608 0.000
H -0.022 -5.553 -1.969 0.000
H -5.030 -4.741 -1.967 0.000
H -5.195 -3.187 -2.868 0.000
H -5.136 -3.185 -1.087 0.000
H -3.196 -3.899 0.324 0.000
H -3.049 -5.477 -0.556 0.000
H -2.918 -4.446 -4.239 0.000
H -3.117 -5.731 -2.998 0.000
H -1.505 -5.005 -3.330 0.000
F -2.433 5.052 5.969 0.000
C -1.933 4.460 4.873 0.000
C -0.679 3.851 4.932 0.000
F 0.027 3.854 6.083 0.000
C -0.171 3.234 3.805 0.000
F 1.031 2.604 3.848 0.000
C -0.877 3.250 2.591 0.000
O -0.349 2.737 1.491 -0.006
C -2.143 3.858 2.559 0.000
F -2.823 3.869 1.390 0.000
C -2.676 4.442 3.692 0.000
F -3.913 4.977 3.669 0.000
```